{"formula": "CHBr2Cl2P", "method": "the ωB97M-V functional and the def2-TZVPD basis", "lumo_energy_ha": [-0.1046, -0.1050], "e_tot_ha": -6448.42286, "e_above_lowest_kcal_mol": 52.5, "gap_ev": [6.9, 6.9], "symbols": ["C", "P", "Cl", "Cl", "Br", "Br", "H"], "positions_angstrom": [[0.5057, -0.2531, 0.2545], [-0.8792, 0.1349, -0.9600], [-1.8818, 1.5100, -0.0088], [-1.9851, -1.5933, -0.5562], [2.1417, 2.1119, 0.2663], [1.7061, -1.4549, -0.4469], [0.3925, -0.4555, 1.4510]], "forces_ev_per_a": [[0.533, 0.421, 2.869], [1.272, -1.058, -0.763], [-0.800, 1.085, 0.999], [0.294, 0.324, 0.139], [-1.516, -1.768, -0.010], [0.099, -0.078, -0.148], [0.118, 1.074, -3.086]], "lowdin_charge": [-1.059, 0.034, 0.227, 0.138, -0.091, 0.667, 0.084]}